[1]
A cluster of 10 separate species, H20O10 in total in a non-equilibrium geometry, computed with wB97M-V/def2-TZVPD.

Last column: natural (NBO) charge in e.
Cartesian coordinates (Å):
O -0.43542 0.50847 -0.92698  -1.016
H 0.11931 0.97047 -0.27865  0.488
H 0.09123 0.14065 -1.62575  0.511
O -3.09099 0.94681 -0.52802  -0.968
H -2.18921 0.87707 -0.78016  0.494
H -3.12326 1.35131 0.33998  0.469
O -3.36102 -1.66403 -1.64537  -0.968
H -3.04210 -0.86194 -1.17299  0.493
H -3.86027 -2.13070 -0.95309  0.461
O 0.88524 -2.97478 -0.40542  -0.979
H 0.81673 -2.12220 0.00867  0.476
H -0.03961 -3.21537 -0.68059  0.496
O 1.25555 -0.89099 -2.47327  -0.973
H 1.23630 -1.87782 -2.51447  0.516
H 2.08636 -0.53358 -2.61073  0.478
O -1.50081 -1.51591 0.65026  -0.938
H -0.89027 -0.84617 0.43007  0.474
H -1.07508 -1.99040 1.33050  0.452
O 1.44503 -0.67383 1.30440  -0.986
H 1.77853 -1.29198 1.95690  0.506
H 2.17148 -0.48252 0.61238  0.520
O 3.06359 3.35885 -0.75127  -0.947
H 3.09717 4.14695 -0.23091  0.459
H 2.38009 2.89003 -0.27394  0.474
O -0.54192 0.27366 2.68526  -0.955
H -0.11414 0.95135 3.23682  0.449
H 0.22427 -0.06346 2.17242  0.474
O 0.94022 2.22901 0.65599  -0.956
H 1.47435 1.82397 1.36172  0.488
H 0.19867 2.66709 1.10623  0.507

## Properties
Kohn-Sham gap, eV: 9.1
SMILES: O.O.O.O.O.O.O.O.O.O
HOMO level, eV: -9.78

=====

[2]
The molecule C10H6O in a non-equilibrium geometry, computed with wB97M-V/def2-TZVPD.

Last column: natural (NBO) charge in e.
Cartesian coordinates (Å):
C 2.56734 0.86846 -2.56191  -0.170
C 1.92978 0.80574 -1.54035  -0.051
C 1.15781 0.61643 -0.34950  0.264
C 1.07424 1.45604 0.70062  -0.273
C 0.39297 1.07707 1.94869  -0.200
C -0.68579 0.25875 2.07981  -0.205
C -1.40363 -0.54537 1.10848  -0.262
C -0.82686 -0.94958 -0.03194  0.264
C -1.48988 -1.74557 -0.95755  -0.054
C -2.19864 -2.39437 -1.68209  -0.176
O 0.51233 -0.62512 -0.45252  -0.518
H 2.92932 0.54420 -3.47847  0.230
H 1.51724 2.46229 0.70701  0.239
H 0.44596 1.69379 2.87744  0.222
H -1.15155 0.41247 3.04984  0.211
H -2.42080 -0.93775 1.10146  0.246
H -2.34984 -2.99749 -2.51902  0.233

## Properties
Kohn-Sham gap, eV: 7.3
SMILES: C#CC1=CC=CC=C(C#C)O1
HOMO level, eV: -7.87

=====

[3]
The molecule C4H11N3 in a non-equilibrium geometry, computed with wB97M-V/def2-TZVPD.

Last column: natural (NBO) charge in e.
Cartesian coordinates (Å):
N 2.33617 -0.53903 0.16403  -0.834
C 1.85411 0.55413 -0.52551  0.287
N 0.67780 0.76567 -0.93218  -0.512
C -0.21252 -0.36147 -1.18778  -0.253
C -0.97582 -0.92464 0.06231  -0.424
C -1.17945 0.16923 1.09257  -0.218
N -1.94466 1.26013 0.50351  -0.845
H 1.87071 -1.42087 0.02032  0.384
H 3.31590 -0.58076 0.38212  0.392
H 2.52012 1.41806 -0.44476  0.163
H 0.45697 -1.18230 -1.48200  0.160
H -0.83073 -0.20535 -2.06653  0.206
H -1.98446 -1.16818 -0.28010  0.219
H -0.43272 -1.81214 0.37053  0.198
H -1.74674 -0.11010 1.98592  0.190
H -0.20568 0.46767 1.51360  0.163
H -2.04671 2.03958 1.13954  0.357
H -1.47228 1.63040 -0.31559  0.366

## Properties
Kohn-Sham gap, eV: 9.8
SMILES: N/C=N\CCCN
HOMO level, eV: -8.87

=====

[4]
A cluster of 8 separate species, C25H54NO11 in total in a non-equilibrium geometry, computed with wB97M-V/def2-TZVPD.

Last column: Mulliken charge in e.
Cartesian coordinates (Å):
N -0.26729 -0.80501 0.91439  0.407
H 0.30704 -1.68251 0.70062  -0.109
H -1.12728 -1.17439 0.84165  0.204
H -0.26200 0.14876 0.41050  0.062
H -0.10254 -0.29711 1.81428  0.424
O -0.13751 -3.30693 -0.90734  -0.300
C 0.91288 -3.91893 -1.23007  0.613
O 1.03344 -4.44185 -2.51814  -0.396
C 0.17456 -4.18331 -3.56339  -0.128
C 0.31942 -2.76039 -4.20982  -0.796
C 2.02934 -3.95935 -0.29621  -0.858
H -0.91857 -4.39816 -3.17491  0.204
H 0.67963 -4.81385 -4.27230  0.284
H 1.39818 -2.53292 -4.23820  0.188
H -0.20214 -2.10362 -3.57942  0.173
H -0.10217 -2.79112 -5.32458  0.335
H 1.69496 -4.04116 0.63965  0.441
H 2.71025 -3.14550 -0.67997  -0.120
H 2.65960 -4.88636 -0.53807  0.397
O 0.05604 2.07969 1.69159  -0.553
C 0.91519 2.93228 1.80179  0.968
O 1.23634 3.87302 0.96747  -0.358
C 0.37670 4.13071 -0.17565  -0.729
C 0.86961 5.24129 -0.94679  -1.831
C 1.97543 2.94475 2.95600  -1.025
H -0.42399 4.42183 0.03895  1.261
H -0.09778 3.22466 -0.61686  0.224
H 0.73126 6.35763 -0.39322  0.247
H 0.23477 5.33629 -1.86143  0.380
H 1.73954 5.09650 -1.25768  0.635
H 1.45548 2.75841 3.87332  0.464
H 2.47426 3.92504 2.99872  0.330
H 2.70716 2.06047 2.90791  0.017
O -2.44345 0.30564 2.53412  -0.530
C -3.55419 0.71243 2.84620  0.753
O -3.98546 2.04716 2.56316  -0.357
C -3.06678 2.95750 1.94839  0.624
C -3.80993 3.94379 1.25172  -1.907
C -4.59236 -0.16129 3.57715  -1.179
H -2.48129 2.68857 1.19767  -0.014
H -2.48160 3.44259 2.70563  0.181
H -4.35274 3.57964 0.45847  0.424
H -3.19257 4.59662 0.80809  0.582
H -4.46861 4.52932 1.87185  0.385
H -5.51396 0.05266 2.93655  0.276
H -4.83342 0.08588 4.46674  0.543
H -4.11007 -1.12801 3.37657  0.229
O 2.03729 -0.17434 -0.92379  -0.513
C 3.18380 -0.19995 -1.27380  0.945
O 4.10799 0.64469 -0.91665  -0.328
C 3.71651 1.69456 -0.11235  0.854
C 4.49797 2.97254 -0.38770  -1.023
C 3.70404 -1.10441 -2.32638  -1.094
H 3.75385 1.23498 0.96073  -0.234
H 2.59180 1.97826 -0.26279  -0.288
H 3.75647 3.72246 0.06128  0.246
H 4.32967 3.08490 -1.63505  0.240
H 5.65791 3.07419 -0.18628  0.307
H 3.09842 -1.95605 -2.40041  0.055
H 4.77952 -1.33775 -2.00754  0.269
H 3.53187 -0.57950 -3.15603  0.504
C -3.02591 2.50950 -2.34995  -1.175
C -2.78258 0.97376 -2.32661  0.920
O -1.81054 0.43902 -1.53875  -0.287
C -3.54858 0.07250 -3.24785  -1.107
H -2.87126 2.88630 -3.35193  0.451
H -2.33756 3.03009 -1.66716  -0.092
H -3.92390 2.62651 -2.02334  0.512
H -3.56321 0.63818 -4.18584  0.425
H -4.67007 0.00780 -2.98182  0.296
H -3.14155 -0.87467 -2.99921  0.038
C 3.71136 -1.21054 4.24142  -1.497
C 3.86015 -1.28959 2.74759  0.656
O 2.64709 -1.02115 2.08145  -0.313
C 5.13437 -1.70072 2.04050  -0.789
H 3.15016 -0.48303 4.53537  0.461
H 4.68618 -0.95229 4.65115  0.425
H 3.32755 -2.07937 4.81078  0.321
H 4.78551 -1.77676 0.83851  0.006
H 5.49316 -2.71652 2.39227  0.383
H 5.87921 -0.97283 2.20258  0.364
C -3.07059 -4.64406 0.45237  -0.790
C -3.66733 -3.33157 -0.06443  0.870
O -3.87910 -2.23415 0.66792  -0.517
C -4.07821 -3.27725 -1.47953  -1.371
H -1.88175 -4.70843 0.09181  0.032
H -3.66633 -5.49230 -0.08855  0.369
H -3.15297 -4.69465 1.67894  0.259
H -4.72029 -2.40775 -1.83644  0.217
H -4.55030 -4.00198 -1.80515  0.779
H -3.24319 -3.30996 -2.23443  0.145

## Properties
Kohn-Sham gap, eV: 9.7
Charge: +1
HOMO level, eV: -11.80

=====

[5]
The molecule C10H17NOS in a non-equilibrium geometry, computed with wB97M-V/def2-TZVPD.

Last column: natural (NBO) charge in e.
Cartesian coordinates (Å):
C -0.53624 -0.00984 0.91279  0.199
C -1.79782 0.10570 0.43433  -0.268
C 0.04783 -0.07646 -1.23705  0.169
C -3.06322 0.31507 1.24310  -0.658
C 0.83646 -1.06096 2.65689  -0.624
C 0.64216 1.42234 2.47581  -0.603
C 2.34316 -0.27060 -2.16691  -0.591
C 0.22249 -0.80088 -3.62711  -0.603
C -0.10025 0.11613 2.37617  -0.269
C 0.89529 0.01861 -2.45330  -0.280
N 0.48357 -0.17612 -0.10454  -0.456
O -1.94716 1.48279 -1.84574  -0.965
S -1.75215 0.07233 -1.37556  1.189
H -3.98237 0.63793 0.57513  0.242
H -2.76111 1.00360 2.06898  0.234
H -3.44471 -0.64591 1.65405  0.225
H 1.79301 -0.91962 2.15257  0.224
H 0.42682 -2.05798 2.70425  0.224
H 1.17886 -1.12658 3.72372  0.209
H 0.94238 1.68359 1.49010  0.224
H 1.50222 1.21786 3.07004  0.216
H -0.04080 2.20538 2.89371  0.221
H 2.52142 -1.39030 -2.17936  0.199
H 2.76044 0.10604 -1.26381  0.231
H 2.95082 0.05943 -2.88462  0.206
H -0.58529 -0.21572 -4.02518  0.225
H -0.24804 -1.66228 -3.21017  0.207
H 1.01326 -0.99473 -4.32384  0.219
H -1.10419 -0.10589 2.86475  0.219
H 0.80315 1.06706 -2.59917  0.235

## Properties
Kohn-Sham gap, eV: 9.0
HOMO level, eV: -8.74

=====

[6]
A cluster of 12 separate species, C30H49ClF18N8O20S6 in total in a non-equilibrium geometry, computed with wB97M-V/def2-TZVPD.

Last column: Mulliken charge in e.
Cartesian coordinates (Å):
C 18.21843 5.31980 -9.61051  -1.028
C 17.84655 4.17098 -10.58080  0.529
O 17.41101 3.09256 -10.16553  -0.477
N 18.03646 4.44943 -12.02569  -0.116
H 18.34604 5.40586 -12.12334  0.380
H 18.75504 3.92499 -12.50392  0.382
C 16.70687 4.20605 -12.82441  -0.746
H 19.23451 5.04346 -9.32890  0.354
H 17.52218 5.48817 -8.78894  0.275
H 18.47609 6.28048 -10.05638  0.389
H 15.86350 4.46339 -12.18365  0.301
H 16.78265 3.13513 -13.01275  0.362
H 16.64786 4.73359 -13.77643  0.367
C 13.45524 -3.81620 -12.90982  -1.157
C 14.39911 -3.19584 -11.94994  0.595
O 15.38869 -2.53730 -12.26972  -0.441
N 14.16524 -3.42444 -10.47685  -0.088
H 14.02865 -2.52315 -10.04199  0.363
H 13.34679 -3.98262 -10.28020  0.368
C 15.45988 -3.88319 -9.76062  -0.726
H 12.55211 -3.23251 -12.73159  0.386
H 13.33662 -4.89577 -13.00226  0.363
H 13.77369 -3.52178 -13.90982  0.362
H 16.34778 -3.80338 -10.38783  0.315
H 15.25050 -4.91071 -9.46320  0.318
H 15.52098 -3.12929 -8.97574  0.341
C 12.68835 9.72345 -10.79085  -1.120
C 13.28166 8.63228 -11.68090  -0.573
N 12.59177 8.57802 -12.99058  0.180
C 11.57171 7.79095 -13.28879  -0.219
C 11.20423 7.98846 -14.58994  -0.525
N 12.05772 8.93682 -15.18926  0.156
C 12.94570 9.25190 -14.15660  -0.207
C 12.16283 9.41919 -16.56289  -0.782
H 13.25225 9.78047 -9.85981  0.346
H 11.64302 9.65523 -10.48965  0.357
H 12.62284 10.69429 -11.28205  0.349
H 13.17622 7.65182 -11.21648  0.320
H 14.34014 8.84049 -11.83693  0.399
H 11.19784 7.02315 -12.62766  0.465
H 10.35265 7.63786 -15.15412  0.428
H 13.80666 9.90332 -14.12783  0.409
H 11.15071 9.76199 -16.77783  0.320
H 12.36248 8.54826 -17.18718  0.378
H 12.98276 10.13457 -16.62668  0.299
C 16.62648 6.92232 -2.15334  -1.203
C 16.97603 6.83187 -0.64816  -0.383
N 16.56142 5.60318 -0.00209  0.236
C 15.25157 5.01544 -0.04019  -0.423
C 15.23231 3.84744 0.77103  -0.269
N 16.51295 3.71041 1.24685  0.133
C 17.32462 4.74448 0.77085  -0.239
C 16.94211 2.62112 2.06902  -0.812
H 15.55956 6.80754 -2.34471  0.380
H 17.25816 6.25794 -2.74300  0.327
H 16.81338 7.93215 -2.51860  0.377
H 16.36972 7.61788 -0.19797  0.271
H 18.03714 7.07665 -0.60090  0.416
H 14.43054 5.47127 -0.57360  0.371
H 14.40711 3.22265 1.07941  0.410
H 18.37848 4.89252 0.95492  0.441
H 17.14084 2.94565 3.09043  0.324
H 17.85417 2.22528 1.62231  0.341
H 16.14113 1.88501 2.13737  0.301
C 20.17501 1.33770 -3.91427  -1.126
C 20.98708 0.70560 -5.06311  -0.414
N 22.27515 0.30276 -4.60485  0.243
C 22.56591 -0.49732 -3.50519  -0.321
C 24.00733 -0.48064 -3.38511  -0.456
N 24.53154 0.38023 -4.32771  0.173
C 23.44942 0.87527 -5.01742  -0.222
C 25.93138 0.74889 -4.51467  -0.870
H 19.29639 1.79057 -4.37365  0.373
H 20.65912 2.23709 -3.53374  0.357
H 19.89529 0.59121 -3.17089  0.367
H 21.17594 1.36138 -5.91304  0.387
H 20.48621 -0.23074 -5.30909  0.247
H 21.77592 -1.02810 -2.99471  0.374
H 24.64773 -1.05291 -2.73029  0.418
H 23.43858 1.62320 -5.79646  0.407
H 26.15126 1.12978 -5.51201  0.363
H 26.45229 -0.20407 -4.42181  0.369
H 26.35652 1.32627 -3.69370  0.330
Cl 18.50948 9.31520 -14.02431  -0.956
C 23.15160 8.20053 -3.79079  0.587
F 22.48238 7.76377 -4.89470  -0.232
F 24.30291 8.69333 -4.18974  -0.206
F 22.38642 9.12827 -3.19982  -0.223
S 23.49994 6.75511 -2.56303  1.048
O 22.16544 6.31500 -2.05328  -0.656
O 24.22758 5.70171 -3.30124  -0.656
O 24.31778 7.44865 -1.58151  -0.660
C 11.55103 1.57555 -17.36369  0.578
F 12.75937 1.82177 -17.91253  -0.207
F 11.76922 1.13465 -16.10516  -0.236
F 10.73888 2.68625 -17.38747  -0.233
S 10.64108 0.12265 -18.28978  1.070
O 11.64331 -0.44075 -19.19817  -0.628
O 10.09464 -0.78561 -17.27760  -0.659
O 9.51324 0.79652 -19.03015  -0.686
C 17.08308 7.38145 -21.00324  0.555
F 16.48985 7.29119 -19.82078  -0.207
F 18.06109 8.36226 -20.79158  -0.253
F 17.62773 6.20859 -21.40106  -0.200
S 15.90188 8.18404 -22.37486  1.063
O 15.58697 9.55388 -21.87069  -0.665
O 16.71213 8.06121 -23.54394  -0.638
O 14.71738 7.33233 -22.45669  -0.655
C 12.81532 3.16560 -6.49541  0.594
F 12.59071 2.61515 -5.31126  -0.234
F 12.40910 4.40153 -6.47680  -0.224
F 14.11926 3.13739 -6.77962  -0.229
S 11.78964 2.23212 -7.79623  1.064
O 11.73027 3.08649 -8.96108  -0.628
O 12.45202 0.99671 -8.09377  -0.661
O 10.48961 1.90103 -7.15412  -0.682
C 25.77131 3.08574 -11.97107  0.596
F 26.67270 2.82696 -11.06633  -0.239
F 26.01298 4.39395 -12.23222  -0.241
F 25.97130 2.30732 -13.00084  -0.201
S 24.06958 2.80914 -11.21218  1.106
O 23.80746 3.88987 -10.25424  -0.670
O 23.18378 2.96465 -12.40661  -0.661
O 24.21241 1.46810 -10.59937  -0.685
C 18.92036 0.36758 -17.27645  0.567
F 18.43272 1.59744 -17.71012  -0.227
F 19.61369 0.55572 -16.13814  -0.239
F 17.96077 -0.46805 -16.97800  -0.215
S 20.03090 -0.60842 -18.55702  1.100
O 19.88540 0.04800 -19.82309  -0.643
O 21.40937 -0.62728 -18.07621  -0.657
O 19.46491 -1.96740 -18.65338  -0.686

## Properties
Kohn-Sham gap, eV: 2.8
Charge: -2
HOMO level, eV: -3.44

=====

[7]
A cluster of 2 separate species, CH3N2OP in total in a non-equilibrium geometry, computed with wB97M-V/def2-TZVPD.

Last column: natural (NBO) charge in e.
Cartesian coordinates (Å):
C 1.29199 0.03713 2.81711  -0.155
N 1.59822 0.36318 3.85540  -0.552
N -0.79581 -0.25673 0.03268  -1.195
O 1.39206 0.21338 -0.46893  -0.995
P 0.63701 -0.99106 0.29403  1.481
H -1.62848 -0.89141 0.13463  0.432
H -0.81514 0.80331 -0.03765  0.454
H 2.42318 0.10579 -0.50592  0.530

## Properties
Kohn-Sham gap (spin up / spin down), eV: 8.6 / 8.6
HOMO level (spin up / spin down), eV: -9.55 / -9.55

=====

[8]
A cluster of 2 separate species, C3H4N4O in total in a non-equilibrium geometry, computed with wB97M-V/def2-TZVPD.

Last column: natural (NBO) charge in e.
Cartesian coordinates (Å):
C 1.20213 0.71458 1.40320  0.200
C -0.32555 -0.21972 -0.32572  0.297
C -0.31507 -1.03774 -1.63520  -0.085
H -0.80905 1.30588 1.84451  0.303
H 2.37463 0.80339 1.49473  0.188
H 1.32152 -0.99280 0.74630  0.405
H 0.34165 -1.81941 -1.73778  0.211
N 0.59728 1.82220 1.83804  -0.547
N 0.64345 -0.36459 0.66999  -0.627
N -1.44548 -0.81975 -2.29332  -0.027
N -1.37288 0.54711 -0.40595  -0.156
O -2.21264 0.06086 -1.59881  -0.163

## Properties
Kohn-Sham gap, eV: 10.2
HOMO level, eV: -9.98

=====

Results for relative energy (zero: lowest compared OMol25 entry of this formula, charge and spin): 3.1124 0.6810 1.6546 1.7598 2.6769 12.5668 2.0324 6.9583 (in eV, following the order of the records).